1.
Density functional theory data (wB97M-V/def2-TZVPD) for C3H9S as an isolated structure at a distorted geometry.

Calculated values
M: 77.2 g/mol
Gap between HOMO and LUMO: 5.67 eV
Strongest force on any atom: 4.543 eV Å⁻¹
Net charge: -1
Energy above the lowest of the compared OMol25 structures with the same formula, charge and spin: 2.299 eV

```
13
Properties=species:S:1:pos:R:3:lowdin_charge:R:1
C -1.3300 -1.9758 -3.6066 -0.183
C -1.3463 -2.3282 -2.0898 -0.169
H -0.2984 -1.7557 -3.9552 0.063
H -1.9249 -1.0424 -3.7880 0.066
H -1.8730 -2.7881 -4.0748 0.042
H -0.5332 -1.7969 -1.5976 0.061
H -2.3119 -1.9665 -1.7269 0.059
H -1.2118 -3.4086 -1.9246 0.058
C 2.3066 1.0705 2.5986 -0.351
S 0.2463 1.7918 1.7581 -0.421
H 2.2868 0.3545 1.7753 -0.078
H 2.8150 1.9898 2.4991 -0.081
H 1.8241 0.8238 3.5493 -0.065
```



2.
Density functional theory data (wB97M-V/def2-TZVPD) for a 2-piece molecular cluster, C3H9O2 overall.

Calculated values
M: 77.1 g/mol
Gap between HOMO and LUMO (alpha / beta): 11.63 / 8.70 eV
Spin multiplicity: 2
Strongest force on any atom: 0.998 eV Å⁻¹
Energy above the lowest of the compared OMol25 structures with the same formula, charge and spin: 0.050 eV
Expectation value of S²: 0.754

```
14
Properties=species:S:1:pos:R:3:mulliken_spin:R:1
C 0.0121 -1.1980 -0.1476 0.001
O 0.1799 -1.9787 -1.2323 0.868
C 0.0270 0.3026 -0.4371 0.001
C 1.3034 0.7444 -1.1373 -0.002
H 0.7424 -1.4245 0.6492 0.049
H -0.9476 -1.5006 0.3145 0.077
H 0.0099 0.8734 0.5001 0.002
H -0.9004 0.6574 -0.8891 0.002
H 1.3338 1.8334 -1.1842 0.000
H 1.4469 0.3774 -2.1506 0.001
H 2.1839 0.4323 -0.5715 0.000
H -2.1465 0.1688 1.4175 0.000
H -1.1541 0.2954 2.5314 0.000
O -2.0907 0.4166 2.3372 0.002
```



3.
Density functional theory data (wB97M-V/def2-TZVPD) for C27H34FeN6S as an isolated structure.

Calculated values
M: 530.5 g/mol
Gap between HOMO and LUMO (alpha / beta): 4.76 / 6.23 eV
Spin multiplicity: 5
Strongest force on any atom: 0.590 eV Å⁻¹
Energy above the lowest of the compared OMol25 structures with the same formula, charge and spin: 0.000 eV
Expectation value of S²: 6.071

```
69
Properties=species:S:1:pos:R:3:mulliken_spin:R:1
Fe -0.0663 -0.2640 -1.6491 2.008
N 1.5476 1.0490 -2.5326 0.045
C 0.9726 2.2408 -3.1567 -0.001
C -0.1851 2.7197 -2.2913 -0.002
N -1.1944 1.6671 -2.1292 0.012
C -2.0666 1.9407 -0.9790 -0.004
C -2.9689 0.7549 -0.6767 -0.003
N -2.1624 -0.4708 -0.5941 0.051
C -1.9600 1.4483 -3.3733 0.009
C -2.1202 -0.0262 -3.7378 -0.002
N -0.8471 -0.7220 -3.5227 -0.036
H 1.9840 1.2893 -1.6475 -0.001
H 2.2571 0.6104 -3.1086 -0.001
H 0.6170 1.9646 -4.1518 0.000
H 1.6910 3.0538 -3.2949 0.002
H -0.6151 3.6403 -2.7085 0.000
H 0.1901 2.9564 -1.2934 0.003
H -2.6763 2.8405 -1.1422 0.001
H -1.4168 2.1202 -0.1214 0.000
H -3.7151 0.6242 -1.4625 -0.001
H -3.5199 0.9651 0.2437 0.001
H -2.7418 -1.2956 -0.6972 0.000
H -1.7131 -0.5309 0.3158 -0.006
H -1.4494 1.9575 -4.1923 -0.001
H -2.9476 1.9176 -3.3013 -0.001
H -2.4796 -0.1090 -4.7680 0.000
H -2.8590 -0.5056 -3.0996 -0.001
H -0.1649 -0.4544 -4.2256 -0.004
H -0.9463 -1.7305 -3.5965 0.000
C 0.5277 0.3253 0.0882 0.269
C 0.4757 0.7346 1.2516 -0.046
C 0.4104 1.1844 2.5696 0.171
C 0.7373 0.2620 3.6567 0.036
C 1.1429 0.7150 4.9202 0.098
C 1.4792 -0.1789 5.9230 -0.056
C 1.4204 -1.5470 5.6934 0.105
C 1.0371 -2.0123 4.4416 -0.059
C 0.7058 -1.1221 3.4360 0.091
C -0.0446 2.5601 2.7988 0.012
C -0.7749 2.9304 3.9364 0.098
C -1.2429 4.2251 4.0935 -0.049
C -0.9924 5.1890 3.1262 0.093
C -0.2671 4.8406 1.9931 -0.057
C 0.1956 3.5466 1.8314 0.082
H 1.2240 1.7770 5.1067 0.004
H 1.8008 0.1958 6.8865 -0.002
H 1.6809 -2.2441 6.4791 0.008
H 1.0030 -3.0763 4.2449 -0.002
H 0.4326 -1.4896 2.4549 0.024
H -1.0016 2.1866 4.6879 0.003
H -1.8157 4.4805 4.9761 -0.001
H -1.3531 6.2010 3.2560 0.007
H -0.0549 5.5854 1.2357 -0.002
H 0.7725 3.2763 0.9554 0.018
N 3.2805 -6.4663 -1.4805 0.045
C 1.9271 -6.2223 -1.6641 0.064
S 0.9025 -7.5137 -1.9846 0.220
C 1.5141 -4.8630 -1.6174 0.157
C 2.4192 -3.7594 -1.5128 0.073
C 1.9555 -2.4772 -1.4863 0.061
N 0.6443 -2.1376 -1.5722 0.234
C -0.2310 -3.1894 -1.6476 0.076
C 0.1387 -4.4963 -1.6781 0.045
H 3.4871 -7.4452 -1.3634 -0.001
H 3.7694 -5.8639 -0.8359 0.004
H 3.4895 -3.9096 -1.4826 0.028
H 2.6503 -1.6496 -1.3918 0.018
H -1.2838 -2.9266 -1.6889 0.035
H -0.6062 -5.2768 -1.7425 0.024
```



4.
Density functional theory data (wB97M-V/def2-TZVPD) for C9H21N3O3Tl as an isolated structure at a distorted geometry.

Calculated values
M: 423.7 g/mol
Gap between HOMO and LUMO: 1.88 eV
Strongest force on any atom: 1.596 eV Å⁻¹
Net charge: +3
Energy above the lowest of the compared OMol25 structures with the same formula, charge and spin: 0.285 eV

```
37
Properties=species:S:1:pos:R:3:lowdin_charge:R:1
Tl 1.8522 -24.3739 7.3046 1.160
C -1.1827 -24.7482 3.1754 0.064
C -0.9448 -25.4856 4.4925 -0.429
O 0.1354 -25.4208 5.0642 -0.003
N -2.0167 -26.1602 5.0088 0.142
C -1.9322 -27.1574 6.0149 0.023
H -1.5586 -23.7661 3.4966 0.122
H -1.9834 -25.2230 2.6134 0.101
H -0.2651 -24.6368 2.6148 0.107
H -2.8919 -26.0624 4.4996 0.186
H -1.1298 -26.9075 6.7100 0.109
H -1.6940 -28.1417 5.5729 0.156
H -2.9063 -27.2367 6.5011 0.133
C 6.1993 -21.5098 6.3996 0.047
C 5.2696 -22.2598 7.2976 -0.455
O 4.1947 -22.7069 6.8739 -0.046
N 5.5407 -22.4484 8.6253 0.135
C 6.7597 -22.1444 9.3274 0.019
H 5.6077 -20.7382 5.9034 0.122
H 6.6045 -22.1371 5.6049 0.114
H 7.0317 -21.0175 6.8957 0.090
H 4.7638 -22.8477 9.1442 0.169
H 7.0109 -22.9923 9.9859 0.128
H 6.5660 -21.3270 10.0440 0.149
H 7.5739 -21.9597 8.6421 0.103
C 4.8980 -27.5327 9.6280 0.042
C 5.1102 -26.6970 8.3968 -0.454
O 4.1821 -26.1528 7.7883 -0.039
N 6.3728 -26.5861 7.9065 0.131
C 6.7449 -25.8227 6.7444 0.020
H 4.4294 -26.9211 10.4051 0.107
H 5.8161 -27.8926 10.0961 0.102
H 4.2347 -28.3708 9.4274 0.113
H 7.0617 -27.1937 8.3426 0.178
H 6.8265 -24.7537 7.0273 0.110
H 5.9607 -25.8729 5.9858 0.121
H 7.6990 -26.1631 6.3575 0.122
```



5.
Density functional theory data (wB97M-V/def2-TZVPD) for an isolated molecule of C4H4N2O2 at a distorted geometry.

Calculated values
M: 112.1 g/mol
Gap between HOMO and LUMO: 8.69 eV
Strongest force on any atom: 4.848 eV Å⁻¹
Energy above the lowest of the compared OMol25 structures with the same formula, charge and spin: 4.565 eV

```
12
Properties=species:S:1:pos:R:3:lowdin_charge:R:1
C -0.6765 -0.5582 1.4132 -0.113
C -1.7627 -0.0461 0.8241 -0.047
C 0.9647 -0.1015 -0.1691 -0.265
C -0.9164 0.6390 -1.3231 -0.290
N 0.6457 -0.7055 0.8963 0.020
N 2.1504 0.0631 -0.6700 0.113
O -0.7546 1.2172 -2.3577 0.115
O -1.9150 0.3401 -0.5670 0.060
H -0.4498 -0.8488 2.3686 0.077
H -2.6892 -0.1574 1.2792 0.088
H 2.4061 0.5041 -1.5256 0.094
H 2.9972 -0.3460 -0.1688 0.149
```



6.
Density functional theory data (wB97M-V/def2-TZVPD) for an isolated ion of composition C4H12NO and charge +1 at a distorted geometry.

Calculated values
M: 90.1 g/mol
Gap between HOMO and LUMO: 12.84 eV
Structure (SMILES): C[N+](C)(C)CO
Strongest force on any atom: 1.013 eV Å⁻¹
Net charge: +1
Energy above the lowest of the compared OMol25 structures with the same formula, charge and spin: 0.919 eV

```
18
Properties=species:S:1:pos:R:3:lowdin_charge:R:1
C -0.1890 -0.8549 1.2138 0.017
N -0.1916 -0.0152 -0.0003 -0.380
C -1.3858 0.8459 -0.0106 0.011
C -0.1883 -0.8826 -1.1949 0.017
C 1.0374 0.8333 -0.0098 -0.197
O 2.1268 -0.0254 -0.0004 0.003
H 0.7204 -1.4526 1.2366 0.117
H -0.2224 -0.2284 2.1034 0.122
H -1.0542 -1.5139 1.2120 0.121
H -1.3970 1.4723 -0.9011 0.120
H -2.2827 0.2289 -0.0078 0.123
H -1.4016 1.4871 0.8693 0.120
H -0.2294 -0.2771 -2.0984 0.122
H 0.7252 -1.4745 -1.2075 0.117
H -1.0489 -1.5473 -1.1742 0.121
H 1.0125 1.4595 -0.9142 0.157
H 1.0125 1.4799 0.8800 0.157
H 2.9562 0.4650 0.0040 0.133
```



7.
Density functional theory data (wB97M-V/def2-TZVPD) for a 2-piece molecular cluster, C9H14 overall at a distorted geometry.

Calculated values
M: 122.2 g/mol
Gap between HOMO and LUMO: 10.07 eV
Structure (SMILES): Cc1ccccc1.CC
Strongest force on any atom: 4.422 eV Å⁻¹
Energy above the lowest of the compared OMol25 structures with the same formula, charge and spin: 1.004 eV

```
23
Properties=species:S:1:pos:R:3:lowdin_charge:R:1
C -1.6344 -0.1775 -1.5295 -0.066
C -0.8534 0.6572 -0.5198 -0.293
C 0.4517 1.0757 -0.7969 -0.097
C 1.1987 1.7135 0.1667 -0.095
C 0.6921 2.0216 1.4752 -0.086
C -0.5902 1.6025 1.7594 -0.087
C -1.3413 0.9700 0.7351 -0.056
H -2.3609 0.3635 -2.1297 0.066
H -2.2766 -1.0084 -1.1117 0.094
H -0.8880 -0.6107 -2.2563 0.071
H 0.8610 0.8525 -1.8332 0.134
H 2.2126 2.0121 -0.1673 0.106
H 1.3561 2.4949 2.1983 0.098
H -1.0304 1.7913 2.7315 0.098
H -2.3607 0.7432 0.9681 0.099
C 1.2511 -2.3882 -0.6240 -0.202
C 0.6344 -3.6296 -0.0678 -0.188
H 0.4541 -1.8609 -1.2631 0.047
H 1.7008 -1.5595 -0.0304 0.067
H 2.1392 -2.5844 -1.3476 0.089
H -0.3329 -3.3549 0.3533 0.054
H 0.5319 -4.5575 -0.6325 0.068
H 1.1420 -3.7928 0.9311 0.079
```



8.
Density functional theory data (wB97M-V/def2-TZVPD) for a 9-piece molecular cluster, C15H34N8O20 overall at a distorted geometry.

Calculated values
M: 646.5 g/mol
Gap between HOMO and LUMO: 9.48 eV
Structure (SMILES): O=COCC[C@@H]1COC(=O)C1.C[N+](=O)[O-].C[N+](=O)[O-].C[N+](=O)[O-].C[N+](=O)[O-].C[N+](=O)[O-].C[N+](=O)[O-].C[N+](=O)[O-].C[N+](=O)[O-]
Strongest force on any atom: 3.338 eV Å⁻¹

```
77
Properties=species:S:1:pos:R:3:lowdin_charge:R:1
O 2.3378 -2.0268 0.2584 0.120
C 1.5938 -1.2363 -0.1682 -0.398
O 0.5818 -0.8262 0.6148 -0.023
C 0.2124 0.5435 0.3576 -0.175
C -0.7329 0.7151 -0.8312 -0.116
C -2.0033 -0.1507 -0.8008 -0.260
C -3.1518 0.2256 0.1449 -0.121
O -3.5521 -0.9670 0.7995 0.007
C -2.7840 -2.0552 0.4250 -0.460
O -2.8640 -3.0533 1.0208 0.149
C -1.9123 -1.7096 -0.7982 -0.003
H 1.7215 -0.9105 -1.2097 0.134
H -0.1362 1.0239 1.2670 0.114
H 1.1379 1.0760 0.1055 0.104
H -0.2414 0.5839 -1.8005 0.117
H -1.0736 1.7601 -0.8062 0.118
H -2.4506 0.0824 -1.7890 0.097
H -3.0571 1.1325 0.7493 0.131
H -3.9935 0.4660 -0.5210 0.128
H -2.3590 -2.1086 -1.7048 0.102
H -0.9424 -2.1974 -0.7438 0.114
C -0.2472 5.6251 -1.8386 0.049
N 0.3285 4.7172 -0.8080 -0.446
O 1.2394 3.9881 -1.1470 0.057
O -0.1573 4.7711 0.3050 0.059
H 0.2812 5.4676 -2.7722 0.095
H -1.3003 5.3777 -1.9402 0.101
H -0.1173 6.6440 -1.4851 0.101
C -1.3951 -0.7296 -5.4068 0.059
N -2.3890 -0.2520 -4.4066 -0.417
O -2.6394 -0.9895 -3.4717 0.037
O -2.8802 0.8435 -4.5901 0.075
H -1.0484 -1.7133 -5.1060 0.078
H -1.8960 -0.7689 -6.3701 0.101
H -0.5761 -0.0158 -5.4200 0.104
C -2.6297 -1.3801 4.3411 0.070
N -2.8350 0.0741 4.5819 -0.423
O -1.9428 0.6882 5.1383 0.055
O -3.8864 0.5556 4.2027 0.050
H -1.6565 -1.6603 4.7283 0.099
H -3.4221 -1.9139 4.8583 0.108
H -2.6853 -1.5489 3.2710 0.080
C 1.3525 3.2151 4.2504 0.056
N 2.1583 3.0320 3.0109 -0.432
O 1.7013 2.3125 2.1440 0.050
O 3.2204 3.6186 2.9535 0.065
H 0.4389 2.6375 4.1600 0.088
H 1.9531 2.8642 5.0846 0.101
H 1.1343 4.2751 4.3438 0.103
C -4.2451 2.1807 6.6653 0.029
N -4.4519 3.6359 6.9006 -0.448
O -3.5646 4.2497 7.4634 0.057
O -5.4992 4.1120 6.5097 0.059
H -3.2769 1.9002 7.0629 0.085
H -5.0441 1.6508 7.1779 0.105
H -4.2859 2.0099 5.5929 0.065
C 1.9055 -4.6091 -3.0767 0.026
N 1.0171 -3.4150 -3.1990 -0.419
O 1.5222 -2.3158 -3.0580 0.045
O -0.1603 -3.6156 -3.4310 0.059
H 2.9055 -4.2682 -2.8721 0.080
H 1.5235 -5.2125 -2.2633 0.097
H 1.8578 -5.1447 -4.0197 0.104
C 4.4740 -8.3825 -2.4186 0.054
N 3.5204 -7.2470 -2.5561 -0.420
O 3.9693 -6.1198 -2.4318 0.051
O 2.3634 -7.5322 -2.7822 0.071
H 5.4618 -7.9827 -2.2198 0.096
H 4.1299 -8.9989 -1.5930 0.103
H 4.4587 -8.9363 -3.3531 0.102
C 4.9253 3.2046 -1.5692 0.048
N 5.0854 3.6992 -2.9654 -0.452
O 4.3321 4.5756 -3.3434 0.058
O 5.9637 3.1875 -3.6313 0.058
H 4.1110 3.7454 -1.0990 0.082
H 4.7044 2.1424 -1.6218 0.100
H 5.8618 3.3840 -1.0490 0.100
```



Q: What is the M in the third record?
A: 530.5 g/mol